This record from the OMol25 dataset describes a structure of composition C6H18FNO3Sr2 at a distorted geometry. The level of theory is ωB97M-V with the def2-TZVPD basis set.

CARTESIAN COORDINATES (ANGSTROEM)
Sr: -0.165 0.741 -0.550
Sr: -0.913 1.012 -3.412
O: 2.508 0.737 -1.978
H: 1.638 0.673 -2.378
H: 2.472 0.560 -1.035
H: 2.877 1.614 -2.105
F: 0.617 0.618 -2.146
C: -1.428 3.467 1.136
O: -0.622 2.288 1.091
C: -0.841 1.343 2.142
C: 0.145 0.226 2.283
N: 0.317 -0.523 1.105
C: -0.576 -1.622 0.933
C: -0.212 -2.459 -0.230
O: 0.223 -1.678 -1.343
C: 0.518 -2.503 -2.546
H: -1.971 3.765 0.239
H: -0.782 4.268 1.496
H: -2.304 3.449 1.785
H: -1.841 0.946 1.967
H: -1.018 1.732 3.144
H: -0.162 -0.306 3.183
H: 1.155 0.609 2.430
H: 1.258 -0.891 1.113
H: -1.628 -1.336 0.926
H: -0.448 -2.332 1.750
H: -1.118 -3.056 -0.337
H: 0.590 -3.173 -0.044
H: 0.400 -1.867 -3.423
H: -0.188 -3.333 -2.585
H: 1.501 -2.970 -2.611

Summary:
HOMO in Eh: -0.8640
Orbital gap in eV: 7.07
2S+1: 1
Total charge: +4
Lowest unoccupied orbital energy in eV: -16.44
E_tot in eV: -18483.63895

Charges computed using Mulliken, reported in e: number 1, Sr, carries 2.0366; number 2, Sr, carries 2.0832; number 3, O, carries -0.3845; number 4, H, carries 0.3843; number 5, H, carries 0.3576; number 6, H, carries 0.4510; number 7, F, carries -1.0308; number 8, C, carries -0.9505; number 9, O, carries -0.5301; number 10, C, carries -0.7316; number 11, C, carries -0.4277; number 12, N, carries -0.6425; number 13, C, carries -0.7867; number 14, C, carries -0.5958; number 15, O, carries -0.2091; number 16, C, carries -0.8106; number 17, H, carries 0.3471; number 18, H, carries 0.3333; number 19, H, carries 0.3786; number 20, H, carries 0.4577; number 21, H, carries 0.5871; number 22, H, carries 0.3735; number 23, H, carries 0.3691; number 24, H, carries 0.2522; number 25, H, carries 0.3042; number 26, H, carries 0.4458; number 27, H, carries 0.4748; number 28, H, carries 0.5222; number 29, H, carries 0.2570; number 30, H, carries 0.3943; number 31, H, carries 0.2901



This record from the OMol25 dataset describes a structure of composition C6H18FNaO8P2 at a distorted geometry. The level of theory is ωB97M-V with the def2-TZVPD basis set.

CARTESIAN COORDINATES (ANGSTROEM)
Na: 5.016 -16.531 -8.379
F: 3.386 -17.152 -6.777
C: 7.453 -13.592 -6.542
O: 7.654 -13.027 -7.835
P: 6.574 -13.154 -9.109
O: 5.990 -14.520 -9.220
O: 7.397 -12.668 -10.413
C: 7.493 -13.452 -11.635
O: 5.525 -11.948 -8.777
C: 5.977 -10.635 -8.561
H: 8.111 -14.446 -6.380
H: 6.450 -13.954 -6.316
H: 7.769 -12.881 -5.778
H: 6.898 -14.364 -11.679
H: 8.487 -13.770 -11.948
H: 7.322 -12.758 -12.458
H: 7.058 -10.573 -8.430
H: 5.540 -10.315 -7.616
H: 5.692 -9.960 -9.368
C: 10.286 -16.016 -7.019
O: 10.199 -16.056 -8.433
P: 8.959 -16.993 -8.960
O: 7.625 -16.750 -8.320
O: 9.501 -18.467 -8.543
C: 8.683 -19.456 -8.126
O: 9.069 -16.956 -10.583
C: 8.039 -17.444 -11.393
H: 11.305 -16.361 -6.842
H: 9.733 -16.726 -6.404
H: 10.081 -14.973 -6.776
H: 7.661 -19.131 -7.931
H: 9.190 -19.764 -7.212
H: 8.663 -20.303 -8.813
H: 7.172 -16.785 -11.352
H: 7.862 -18.498 -11.177
H: 8.468 -17.462 -12.395

Summary:
HOMO in Eh: -0.2856
Orbital gap in eV: 7.82
2S+1: 1
Total charge: 0
Lowest unoccupied orbital energy in eV: 0.05
E_tot in eV: -48609.82136

Charges computed using natural (NBO), reported in e: number 1, Na, carries 0.9720; number 2, F, carries -0.9798; number 3, C, carries -0.2474; number 4, O, carries -0.8206; number 5, P, carries 2.5778; number 6, O, carries -1.1441; number 7, O, carries -0.8118; number 8, C, carries -0.2550; number 9, O, carries -0.7914; number 10, C, carries -0.2526; number 11, H, carries 0.1828; number 12, H, carries 0.2040; number 13, H, carries 0.1886; number 14, H, carries 0.2030; number 15, H, carries 0.1951; number 16, H, carries 0.1984; number 17, H, carries 0.1906; number 18, H, carries 0.1951; number 19, H, carries 0.1909; number 20, C, carries -0.2733; number 21, O, carries -0.7727; number 22, P, carries 2.5450; number 23, O, carries -1.1343; number 24, O, carries -0.8079; number 25, C, carries -0.2501; number 26, O, carries -0.7905; number 27, C, carries -0.2507; number 28, H, carries 0.1986; number 29, H, carries 0.2030; number 30, H, carries 0.1983; number 31, H, carries 0.2009; number 32, H, carries 0.1855; number 33, H, carries 0.1746; number 34, H, carries 0.1903; number 35, H, carries 0.1863; number 36, H, carries 0.2016



This record from the OMol25 dataset describes a structure of composition C6H18FO3Pb at a distorted geometry. The level of theory is ωB97M-V with the def2-TZVPD basis set.

CARTESIAN COORDINATES (ANGSTROEM)
Pb: 4.249 -1.963 1.260
F: 2.006 -0.892 0.904
C: -2.315 -2.798 -0.273
C: -0.950 -2.557 0.385
O: -0.180 -1.772 -0.522
H: -2.903 -3.451 0.371
H: -2.209 -3.141 -1.302
H: -2.896 -1.876 -0.277
H: -0.523 -3.527 0.640
H: -1.116 -2.019 1.319
H: 0.595 -1.548 -0.003
C: 1.729 2.387 -2.784
C: 1.467 1.050 -1.982
O: 2.304 1.169 -0.852
H: 2.686 2.436 -3.303
H: 1.676 3.311 -2.208
H: 0.925 2.559 -3.499
H: 1.851 0.248 -2.612
H: 0.406 0.918 -1.770
H: 2.254 0.373 -0.318
C: -1.660 1.972 2.205
C: -0.799 0.980 1.447
O: -0.157 0.130 2.353
H: -0.964 2.564 2.799
H: -2.339 1.492 2.909
H: -2.276 2.600 1.561
H: 0.007 1.349 0.813
H: -1.424 0.331 0.833
H: 0.558 -0.328 1.906

Summary:
HOMO in Eh: -0.4329
Orbital gap in eV: 3.24
2S+1: 1
Total charge: +1
Lowest unoccupied orbital energy in eV: -8.53
E_tot in eV: -20610.99602

Charges computed using natural (NBO), reported in e: number 1, Pb, carries 1.8188; number 2, F, carries -0.8124; number 3, C, carries -0.6229; number 4, C, carries -0.0799; number 5, O, carries -0.7317; number 6, H, carries 0.2130; number 7, H, carries 0.2172; number 8, H, carries 0.2120; number 9, H, carries 0.1403; number 10, H, carries 0.1764; number 11, H, carries 0.4664; number 12, C, carries -0.6324; number 13, C, carries -0.0679; number 14, O, carries -0.7418; number 15, H, carries 0.2072; number 16, H, carries 0.2190; number 17, H, carries 0.2146; number 18, H, carries 0.1542; number 19, H, carries 0.1852; number 20, H, carries 0.4688; number 21, C, carries -0.6301; number 22, C, carries -0.0613; number 23, O, carries -0.7458; number 24, H, carries 0.2087; number 25, H, carries 0.2190; number 26, H, carries 0.2200; number 27, H, carries 0.1636; number 28, H, carries 0.1537; number 29, H, carries 0.4679